1.
Entry from the Open Molecules 2025 dataset: a cluster of 3 separate species, C2H8BrO2 in total (wB97M-V/def2-TZVPD).

Each line ends with the natural charge from an NBO analysis.
Atoms and positions in Å:
Br 0.69 -1.94 1.89  -0.934
C 1.87 0.32 -1.71  -0.243
O 2.22 -0.79 -0.91  -0.755
H 1.17 0.01 -2.49  0.151
H 1.50 1.17 -1.12  0.167
H 2.78 0.71 -2.19  0.147
H 1.60 -0.84 -0.15  0.504
C -2.32 0.27 1.19  -0.242
O -1.17 0.47 0.41  -0.771
H -2.21 0.78 2.16  0.149
H -3.20 0.66 0.68  0.152
H -2.48 -0.79 1.38  0.176
H -0.46 -0.03 0.86  0.499

Lowest unoccupied orbital energy   3.93 eV
Net charge   -1
Frontier orbital gap   8.228 eV
Energy relative to the best compared isomer or geometry (same formula, charge and spin)   3.73 kcal/mol
Calculated total energy   -76343.246 eV


2.
Entry from the Open Molecules 2025 dataset: a structure of composition ClH8LiO4 at a distorted geometry (wB97M-V/def2-TZVPD).

Each line ends with the natural charge from an NBO analysis.
Atoms and positions in Å:
Li -0.69 -2.33 -2.13  0.960
Cl -0.55 -0.41 -0.72  -0.929
O -1.79 -0.56 2.64  -0.943
H -1.50 -0.14 1.83  0.482
H -1.43 -1.45 2.59  0.459
O -1.91 2.08 -1.95  -0.945
H -1.27 1.38 -1.87  0.478
H -2.14 2.09 -2.87  0.454
O 1.43 1.67 0.89  -0.946
H 0.94 1.17 0.24  0.473
H 1.75 1.01 1.51  0.466
O 2.64 -1.32 0.17  -0.944
H 1.77 -1.01 -0.09  0.481
H 2.73 -2.17 -0.25  0.453

Lowest unoccupied orbital energy   -1.97 eV
Net charge   0
Frontier orbital gap   8.482 eV
Energy relative to the best compared isomer or geometry (same formula, charge and spin)   41.57 kcal/mol
Calculated total energy   -21048.585 eV


3.
Entry from the Open Molecules 2025 dataset: a cluster of 2 separate species, C4H6N2O4P in total at a distorted geometry (wB97M-V/def2-TZVPD).

Each line ends with the natural charge from an NBO analysis.
Atoms and positions in Å:
C 2.53 1.09 0.32  -0.126
C -1.45 0.94 -0.69  0.064
C 2.44 -0.95 -0.56  0.159
C 1.26 0.56 0.59  -0.126
N 3.21 0.12 -0.43  -0.518
N 1.29 -0.73 0.04  -0.561
O -3.59 -0.38 -0.77  -1.132
O -2.47 -0.25 1.56  -1.007
O -1.43 2.06 -0.33  -0.524
O -1.45 -1.83 -0.25  -1.151
P -2.28 -0.56 -0.12  2.230
H 3.14 1.89 0.73  0.205
H -1.19 0.77 -1.75  0.095
H 2.64 -1.90 -1.15  0.191
H 0.42 0.77 1.32  0.240
H -3.41 -0.32 1.63  0.477
H 0.32 -1.28 -0.16  0.485

Lowest unoccupied orbital energy   3.76 eV
Net charge   -1
Frontier orbital gap   9.345 eV
Calculated total energy   -24707.673 eV


4.
Entry from the Open Molecules 2025 dataset: a structure of composition C22H48N10OW at a distorted geometry (wB97M-V/def2-TZVPD).

Each line ends with the Löwdin charge.
Atoms and positions in Å:
W 0.16 -0.28 0.32  1.572
C 2.23 -0.91 -1.56  -0.032
N 3.10 0.18 -1.34  -0.121
C 3.69 0.83 -2.53  0.022
C 3.14 0.74 -0.11  -0.332
N 2.05 0.53 0.71  -0.074
C 2.25 0.83 2.15  -0.175
C 1.25 0.06 2.97  -0.129
N -0.15 0.18 2.42  -0.263
C -0.75 1.53 2.57  -0.102
C -0.50 2.38 1.34  -0.164
N -0.74 1.52 0.15  -0.082
C -1.45 2.05 -0.89  -0.320
N -2.17 1.12 -1.66  -0.202
C -2.26 1.35 -3.12  -0.004
C -3.46 0.72 -1.08  0.006
N -1.43 3.32 -1.20  -0.063
C -0.29 4.20 -0.90  0.019
C -2.52 4.02 -1.92  0.034
C -1.00 -0.83 3.12  -0.121
C -2.02 -1.35 2.13  -0.161
N -1.27 -1.65 0.89  -0.128
C -1.44 -2.92 0.35  -0.368
N -0.32 -3.52 -0.09  -0.115
C 0.93 -3.31 0.63  -0.006
C -0.31 -4.52 -1.17  0.001
N -2.61 -3.54 0.32  -0.081
C -2.75 -5.00 0.35  0.024
C -3.89 -2.83 0.30  0.013
N 4.20 1.47 0.22  -0.105
C 4.16 2.71 1.01  0.003
C 5.55 1.13 -0.27  0.012
H 1.12 -0.62 -1.48  0.028
H 2.47 -1.76 -0.93  0.101
H 2.27 -1.23 -2.60  0.142
H 4.52 0.25 -2.93  0.119
H 4.05 1.83 -2.27  0.101
H 2.92 0.93 -3.29  0.109
H 2.16 1.90 2.35  0.103
H 3.25 0.53 2.47  0.149
H 1.25 0.38 4.02  0.163
H 1.51 -1.00 2.96  0.127
H -0.38 2.03 3.47  0.159
H -1.83 1.41 2.69  0.137
H 0.51 2.78 1.32  0.098
H -1.19 3.23 1.36  0.141
H -1.34 1.79 -3.50  0.120
H -3.11 1.97 -3.39  0.107
H -2.41 0.38 -3.60  0.107
H -4.22 1.49 -1.21  0.115
H -3.35 0.51 -0.01  0.083
H -3.82 -0.18 -1.59  0.110
H 0.60 3.62 -0.69  0.088
H -0.51 4.89 -0.08  0.120
H -0.11 4.80 -1.79  0.125
H -3.45 3.47 -1.86  0.094
H -2.25 4.21 -2.95  0.122
H -2.67 4.98 -1.42  0.127
H -1.47 -0.40 4.01  0.158
H -0.37 -1.66 3.46  0.135
H -2.81 -0.61 1.96  0.112
H -2.50 -2.24 2.54  0.144
H 1.23 -2.26 0.76  0.019
H 1.74 -3.81 0.10  0.118
H 0.88 -3.75 1.63  0.125
H -1.22 -4.45 -1.75  0.104
H -0.19 -5.53 -0.79  0.113
H 0.53 -4.30 -1.83  0.106
H -1.83 -5.48 0.69  0.103
H -3.04 -5.40 -0.62  0.118
H -3.53 -5.24 1.07  0.120
H -3.74 -1.76 0.17  0.058
H -4.44 -3.01 1.23  0.120
H -4.49 -3.21 -0.52  0.124
H 3.17 3.16 0.99  0.088
H 4.85 3.41 0.56  0.119
H 4.48 2.56 2.04  0.113
H 5.57 0.13 -0.69  0.107
H 6.23 1.16 0.59  0.121
H 5.91 1.85 -1.00  0.111
O -1.33 -1.32 -2.31  0.195
C -1.00 -0.64 -1.46  -0.184

Lowest unoccupied orbital energy   -12.84 eV
Net charge   +4
Frontier orbital gap   7.259 eV
Energy relative to the best compared isomer or geometry (same formula, charge and spin)   0.00 kcal/mol
Calculated total energy   -42327.425 eV